The following is a quantum chemistry calculation of a molecular structure, C31H27N2O6PPt at a distorted geometry, from the Open Molecules 2025 dataset.

Atoms and positions in Å:
Pt (0.88751, 0.05357, 0.90141)
O (-0.47756, -5.80931, 2.54964)
C (-0.14521, -4.56014, 2.17458)
C (0.71891, -4.29756, 1.11026)
C (1.01547, -2.98201, 0.79728)
N (0.50739, -1.97854, 1.49934)
C (-0.33730, -2.19486, 2.50209)
C (-0.69373, -3.47767, 2.87100)
C (-0.86923, -0.94199, 3.23457)
O (-1.75732, -1.09137, 4.05650)
O (-0.31326, 0.15115, 2.92631)
C (1.92188, -2.60266, -0.39656)
O (2.42513, -3.50492, -1.04378)
O (2.05357, -1.36305, -0.60511)
H (-0.01309, -6.46586, 2.01271)
H (1.16913, -5.07821, 0.51339)
H (-1.38432, -3.61437, 3.68770)
C (3.29361, 0.52930, 2.51331)
C (3.74864, 1.61382, 1.54254)
C (4.16278, 1.00838, 0.20420)
C (2.63274, 2.66137, 1.37764)
C (3.04970, 3.90081, 0.55478)
O (2.03476, 4.03533, -0.42935)
C (1.16933, 3.00679, -0.28042)
N (1.45078, 2.18530, 0.66737)
C (0.01118, 3.05155, -1.16640)
C (-0.19763, 4.27880, -1.81430)
C (-1.25002, 4.47461, -2.68146)
C (-2.13557, 3.43697, -2.93910)
C (-1.95550, 2.22307, -2.30367)
C (-0.90188, 2.01145, -1.41391)
P (-0.85504, 0.35548, -0.65775)
C (-2.50207, 0.20414, 0.08711)
C (-2.74113, 0.92009, 1.25938)
C (-3.94954, 0.78688, 1.91684)
C (-4.92875, -0.05246, 1.40649)
C (-4.70338, -0.74660, 0.22888)
C (-3.49456, -0.62188, -0.43285)
C (-0.79725, -0.83239, -2.01278)
C (-0.40049, -0.51588, -3.30760)
C (-0.17168, -1.53057, -4.22095)
C (-0.32168, -2.85645, -3.84951)
C (-0.73031, -3.17642, -2.56388)
C (-0.96216, -2.17103, -1.64903)
H (4.07309, -0.21310, 2.66423)
H (2.39792, 0.00858, 2.08675)
H (3.00931, 0.95395, 3.47429)
H (4.60885, 2.13619, 1.98137)
H (3.32074, 0.49513, -0.26468)
H (4.95780, 0.28225, 0.35294)
H (4.53227, 1.76714, -0.48339)
H (2.29398, 2.95611, 2.38021)
H (4.01257, 3.77474, 0.04980)
H (3.08121, 4.81120, 1.15763)
H (0.48436, 5.08779, -1.60987)
H (-1.38208, 5.43569, -3.15470)
H (-2.95839, 3.57555, -3.62484)
H (-2.64962, 1.40990, -2.47846)
H (-1.96152, 1.54879, 1.66801)
H (-4.12195, 1.31846, 2.84040)
H (-5.86788, -0.17109, 1.92648)
H (-5.46283, -1.40201, -0.17357)
H (-3.31452, -1.17068, -1.34652)
H (-0.26389, 0.51816, -3.59285)
H (0.15053, -1.28400, -5.22206)
H (-0.09868, -3.64361, -4.55339)
H (-0.84271, -4.20846, -2.26875)
H (-1.26145, -2.40938, -0.63597)

Forces on the atoms, in the same order (eV/Å):
Pt -1.38 -0.36 -0.40
O -0.07 -0.19 0.08
C 0.18 0.58 -0.23
C -0.01 0.14 0.04
C 0.25 -0.33 -0.29
N 0.14 0.39 -0.27
C -0.27 -0.03 0.42
C 0.01 -0.11 -0.06
C -0.13 -0.51 0.12
O -0.23 -0.35 0.17
O 0.66 0.81 -0.72
C -0.14 -0.29 0.28
O 0.01 -0.52 -0.03
O -0.07 1.11 0.18
H -0.04 0.21 0.04
H 0.05 -0.05 -0.05
H -0.05 -0.02 0.07
C 0.14 0.29 -0.11
C -0.22 -0.09 -0.16
C -0.10 0.16 0.07
C 0.54 0.41 0.34
C 0.51 -0.14 0.61
O -0.64 0.00 -0.31
C 0.72 -0.29 0.92
N -0.21 -0.34 -0.76
C -0.65 0.13 -0.74
C 0.15 -0.07 0.16
C -0.17 -0.14 -0.06
C 0.10 0.06 0.02
C 0.03 0.05 0.13
C 0.14 -0.03 -0.05
P 0.07 -0.06 0.32
C 0.02 -0.01 -0.04
C 0.12 -0.01 -0.08
C -0.09 0.03 0.03
C 0.01 0.01 -0.05
C -0.08 -0.07 -0.01
C 0.14 0.06 -0.05
C 0.13 -0.02 0.03
C -0.10 0.08 0.25
C 0.06 -0.07 -0.10
C 0.02 0.04 -0.03
C -0.01 -0.03 -0.03
C -0.06 0.17 0.03
H -0.03 -0.15 -0.03
H 0.80 -0.10 0.71
H -0.14 -0.09 0.06
H -0.12 0.03 0.01
H 0.17 -0.06 -0.04
H 0.04 -0.10 -0.03
H 0.06 0.04 -0.10
H 0.08 -0.01 -0.12
H -0.17 0.00 0.06
H -0.04 -0.08 -0.12
H 0.03 0.05 -0.05
H 0.00 0.07 -0.04
H -0.06 0.00 -0.03
H -0.03 0.03 -0.04
H 0.01 -0.01 0.12
H 0.03 0.03 0.07
H -0.05 0.00 0.06
H -0.07 -0.02 -0.01
H -0.06 -0.04 -0.03
H 0.06 0.02 -0.05
H 0.02 0.01 -0.07
H -0.02 -0.06 -0.08
H 0.01 -0.09 0.03
H 0.01 -0.10 0.03

The value obtained for the orbital gap (alpha / beta) is 6.4 / 7.9 eV. The highest occupied orbital energy (alpha / beta) is -0.25604 / -0.31480 Ha. As for the spin multiplicity: 3. The expectation value of S² is 2.01.

Atomic partial charges in e from the natural (NBO) method, atoms 1 to 8:
1 Pt 1.037
2 O -0.646
3 C 0.343
4 C -0.279
5 C 0.119
6 N -0.514
7 C 0.127
8 C -0.275

---

The following is a quantum chemistry calculation of a single C5H9NO molecule, from the Open Molecules 2025 dataset.

Atoms and positions in Å:
C (1.56889, 0.13732, -1.82561)
C (0.52435, 0.72817, -0.88401)
N (-0.75084, 0.06212, -1.08307)
C (-1.29805, -0.59541, -0.15143)
C (-0.79838, -0.84438, 1.25876)
C (-0.86401, 0.35515, 2.18403)
O (-0.95505, 1.50029, 1.82100)
H (1.18692, 0.11326, -2.85052)
H (2.48700, 0.73376, -1.80747)
H (1.82198, -0.88864, -1.53497)
H (0.88675, 0.70211, 0.15308)
H (0.36186, 1.78370, -1.12922)
H (-2.26233, -1.05611, -0.38713)
H (0.25146, -1.17388, 1.25383)
H (-1.36476, -1.66331, 1.71783)
H (-0.79579, 0.10586, 3.26490)

Forces on the atoms, in the same order (eV/Å):
C 0.05 -0.03 -0.06
C 0.12 0.07 0.05
N -0.14 -0.19 0.34
C 0.03 0.09 -0.25
C 0.03 0.02 -0.05
C 0.00 0.30 -0.07
O -0.02 -0.47 0.16
H 0.05 0.02 0.14
H -0.13 -0.09 0.01
H -0.05 0.14 -0.05
H -0.06 -0.02 -0.14
H 0.02 -0.14 0.04
H 0.12 0.05 0.03
H -0.11 0.07 0.02
H 0.07 0.13 -0.05
H 0.00 0.05 -0.11

The value obtained for the orbital gap is 10.3 eV. The highest occupied orbital energy is -0.34920 Ha. The energy above the lowest of the compared OMol25 structures with the same formula, charge and spin comes out at 40.9 kcal/mol.

Atomic partial charges in e from the natural (NBO) method, atoms 1 to 8:
1 C -0.608
2 C -0.252
3 N -0.373
4 C 0.123
5 C -0.608
6 C 0.446
7 O -0.507
8 H 0.217

---

The following is a quantum chemistry calculation of a molecular structure, C37H31Cl11GaO3 at a distorted geometry, from the Open Molecules 2025 dataset.

Atoms and positions in Å:
C (-4.67183, 0.98529, 2.02210)
C (-4.24904, -0.22533, 1.53140)
Ga (-2.25471, -0.77224, 1.58996)
C (-2.26934, -2.73571, 2.17837)
C (-1.58593, -3.06495, 3.50759)
O (-0.68266, -2.02849, 3.96672)
C (0.52897, -2.44185, 4.29508)
O (0.78607, -3.37918, 5.01548)
C (-1.34819, -0.71661, -0.28279)
C (-0.51087, 0.46010, -0.49545)
O (-0.81181, 1.60151, -0.30433)
Cl (1.17940, 0.13892, -1.16146)
H (-5.18271, 1.06051, 2.98510)
H (-4.53281, 1.89629, 1.44200)
H (-5.00919, -0.92669, 1.16997)
H (-1.53660, 0.24491, 2.57668)
H (-1.78704, -3.32144, 1.39439)
H (-3.29582, -3.08966, 2.25901)
H (-1.02271, -3.98785, 3.38170)
H (-2.33091, -3.29498, 4.26503)
H (1.35253, -1.86065, 3.86100)
H (-0.73022, -1.60804, -0.38479)
H (-2.11614, -0.77346, -1.05094)
Cl (-5.43993, 5.83410, -0.06556)
C (-4.54177, 5.06621, -1.33203)
C (-4.81505, 5.31098, -2.67011)
Cl (-6.06374, 6.40979, -3.15754)
C (-4.07809, 4.66860, -3.65371)
C (-3.06886, 3.78682, -3.30156)
C (-2.79142, 3.54682, -1.96263)
C (-3.52861, 4.18561, -0.98176)
H (-4.29336, 4.85758, -4.69628)
H (-2.49783, 3.28653, -4.07211)
H (-2.00468, 2.86275, -1.67867)
H (-3.31311, 3.99363, 0.06100)
Cl (-1.98350, -4.68704, 7.66215)
C (-0.85731, -5.99260, 7.75659)
C (-1.18023, -7.18890, 8.38321)
Cl (-2.73532, -7.44948, 9.09768)
C (-0.24623, -8.21258, 8.44629)
C (1.00701, -8.04467, 7.88281)
C (1.32829, -6.85035, 7.25183)
C (0.39854, -5.82598, 7.18914)
H (-0.49937, -9.14229, 8.93647)
H (1.73257, -8.84557, 7.93553)
H (2.30490, -6.71543, 6.80715)
H (0.65378, -4.89696, 6.69681)
Cl (0.58084, 6.11632, 4.16650)
C (-0.31871, 6.91449, 2.92524)
C (0.00099, 8.19852, 2.50711)
Cl (1.32735, 9.07404, 3.19473)
C (-0.74897, 8.80995, 1.51343)
C (-1.81446, 8.14074, 0.93636)
C (-2.13230, 6.85487, 1.35052)
C (-1.38542, 6.24334, 2.34339)
H (-0.49938, 9.81098, 1.19038)
H (-2.39802, 8.62163, 0.16265)
H (-2.96296, 6.33128, 0.89832)
H (-1.63240, 5.24137, 2.66691)
Cl (-0.27963, -3.41147, -3.07987)
C (0.89373, -3.09520, -4.30458)
C (0.98373, -1.85418, -4.92149)
Cl (-0.06278, -0.55670, -4.48748)
C (1.93712, -1.64014, -5.90722)
C (2.79972, -2.65926, -6.27536)
C (2.71290, -3.89868, -5.65580)
C (1.76116, -4.11434, -4.67319)
H (2.00944, -0.67670, -6.39027)
H (3.54027, -2.48536, -7.04555)
H (3.38651, -4.69686, -5.93818)
H (1.69162, -5.07876, -4.19008)
Cl (6.67791, 2.27430, -8.10527)
C (6.63821, 1.05851, -6.87602)
C (5.44094, 0.58934, -6.35441)
Cl (3.91503, 1.18339, -6.90891)
C (5.45084, -0.38128, -5.36248)
C (6.65267, -0.88447, -4.89513)
C (7.85030, -0.41923, -5.42062)
C (7.84159, 0.55074, -6.40855)
H (4.51786, -0.74368, -4.95406)
H (6.65420, -1.63913, -4.12054)
H (8.79144, -0.81145, -5.05974)
H (8.77354, 0.91511, -6.81727)

Forces on the atoms, in the same order (eV/Å):
C -0.17 -0.92 0.05
C 0.31 1.02 -1.75
Ga -0.49 0.64 -0.50
C 0.27 0.35 0.39
C -0.83 -0.85 -0.50
O 0.45 -0.05 -0.63
C 0.35 -0.34 0.71
O -0.13 -0.06 -0.30
C 1.09 -0.73 -0.13
C -1.23 0.66 0.32
O 0.52 -0.32 -0.35
Cl 0.20 -0.05 0.16
H -1.64 0.10 -0.78
H 1.73 0.50 1.04
H -0.09 -1.11 2.18
H 0.06 -0.02 -0.11
H 0.00 0.03 -0.16
H -0.15 0.06 -0.13
H 0.33 0.03 0.26
H 0.05 0.41 0.34
H -0.27 0.47 0.01
H -0.02 -0.08 -0.14
H -0.25 0.29 0.07
Cl -0.11 0.06 -0.05
C 0.06 -0.06 0.11
C -0.01 0.01 -0.13
Cl -0.04 0.03 0.06
C 0.14 -0.12 -0.05
C -0.07 0.07 0.11
C 0.07 -0.05 -0.17
C 0.08 -0.06 0.01
H -0.08 0.07 0.03
H -0.01 0.01 -0.01
H -0.01 0.00 0.09
H -0.07 -0.02 0.01
Cl -0.06 -0.04 0.03
C 0.04 0.11 -0.06
C 0.00 -0.12 0.04
Cl -0.04 0.06 0.00
C 0.15 -0.07 -0.02
C 0.02 0.07 -0.04
C -0.07 -0.10 0.07
C 0.22 0.02 -0.02
H -0.10 0.03 0.02
H -0.02 -0.02 0.01
H -0.01 0.04 -0.02
H -0.16 0.02 -0.04
Cl 0.05 0.05 0.01
C -0.04 -0.14 0.05
C 0.01 0.11 -0.06
Cl 0.03 -0.03 0.06
C -0.13 0.01 -0.11
C 0.00 -0.05 0.03
C 0.05 0.04 -0.01
C -0.13 0.01 -0.11
H 0.08 0.01 0.07
H 0.01 0.01 -0.01
H 0.03 0.00 0.05
H 0.09 -0.01 0.05
Cl -0.02 0.08 0.00
C -0.01 -0.17 0.11
C 0.01 0.16 -0.04
Cl -0.10 -0.01 -0.02
C 0.09 -0.13 -0.12
C -0.02 -0.07 0.02
C 0.01 0.06 -0.01
C 0.14 -0.03 -0.12
H -0.11 0.01 0.09
H -0.01 0.04 0.00
H -0.01 -0.02 0.01
H -0.08 0.03 0.07
Cl -0.07 0.01 -0.02
C 0.13 0.04 -0.06
C -0.12 -0.08 0.08
Cl 0.10 0.14 -0.09
C 0.07 -0.09 0.12
C 0.07 0.02 -0.05
C -0.07 -0.02 0.01
C 0.09 -0.11 0.11
H -0.05 0.07 -0.04
H -0.04 0.00 0.01
H 0.02 0.02 -0.01
H -0.05 0.07 -0.06

The value obtained for the orbital gap is 5.5 eV. The net charge is -1. The highest occupied orbital energy is -0.13189 Ha.

Atomic partial charges in e from the Mulliken method, atoms 1 to 8:
1 C -0.513
2 C -0.499
3 Ga -0.021
4 C -0.790
5 C -0.537
6 O -0.214
7 C 0.090
8 O -0.524

---

The following is a quantum chemistry calculation of 2 unconnected molecules or ions with the total composition C5H9NO2 at a distorted geometry, from the Open Molecules 2025 dataset.

Atoms and positions in Å:
C (0.28593, -2.57970, 0.26275)
C (-0.06945, -1.83895, -0.75290)
C (-0.10101, -0.38511, -0.54281)
C (0.01898, 0.53704, -1.73963)
C (-0.13739, 1.45945, 1.06067)
N (-0.10746, 0.03820, 0.67416)
O (-0.40427, 1.47822, 2.42298)
O (0.85797, 2.20437, 0.63279)
H (0.38047, -3.59402, 0.07107)
H (0.55264, -2.14218, 1.11233)
H (-0.58539, -2.25864, -1.58683)
H (-0.71712, 0.15461, -2.45753)
H (-0.02677, 1.56784, -1.28755)
H (0.96029, 0.40697, -2.23255)
H (-1.56030, 1.93890, 0.25234)
H (-0.59177, 0.54955, 2.66626)
H (1.24464, 2.46344, 1.44446)

Forces on the atoms, in the same order (eV/Å):
C -0.34 -1.31 -3.07
C -1.24 1.08 0.46
C 0.96 1.56 0.66
C -0.74 0.04 1.55
C -5.75 -2.90 -1.99
N -0.29 0.50 -0.47
O 0.69 0.39 -0.65
O 0.46 0.49 -0.56
H -0.10 -1.98 0.34
H 1.35 1.45 3.53
H 0.37 -0.16 -0.96
H -0.24 0.95 0.00
H -0.50 -0.91 -1.57
H 0.81 -0.13 -0.09
H 3.04 -0.69 1.84
H 0.12 0.51 -0.32
H 1.39 1.11 1.32

The value obtained for the orbital gap is 9.2 eV. The highest occupied orbital energy is -0.32021 Ha. The energy above the lowest of the compared OMol25 structures with the same formula, charge and spin comes out at 105.7 kcal/mol.

Atomic partial charges in e from the natural (NBO) method, atoms 1 to 8:
1 C -0.288
2 C -0.264
3 C 0.328
4 C -0.701
5 C 0.655
6 N -0.547
7 O -0.730
8 O -0.698